Below is a molecular structure, C30H40Cl2N2O3PPd, with properties calculated with ωB97M-V/def2-TZVPD.

The expectation value of S² is 2.015. The HOMO energy (alpha / beta) comes out at -0.066 / -0.132 Eh. Its electronic energy is -2892.01220 Ha. For the strongest force on any atom, the calculation gives 0.0620 Eh/bohr. Its spin multiplicity is 3. The calculation puts the energy above the lowest of the compared OMol25 structures with the same formula, charge and spin at 0.0 kJ/mol. The orbital gap (alpha / beta) comes out at 4.4 / 6.2 eV. As for the charge: -1.

```
79
Properties=species:S:1:pos:R:3:forces:R:3
O -0.12869 1.40941 -3.81722 -0.316 -0.111 -3.171
C -0.45534 1.01002 -4.93164 0.018 -0.015 1.333
C -0.11043 1.67361 -6.24128 0.413 0.656 0.140
C 1.05999 2.44394 -6.27178 -0.290 0.207 -0.191
H 1.78593 2.31522 -5.46185 -0.380 0.274 -0.223
C 1.25729 3.36773 -7.29761 0.097 -0.196 0.056
H 2.15077 3.98483 -7.27144 -0.114 -0.012 -0.104
C 0.32215 3.50962 -8.32827 -0.061 -0.527 0.359
H 0.47492 4.26937 -9.10073 -0.145 -0.341 0.247
C -0.77503 2.63481 -8.36723 0.088 -0.046 0.046
H -1.47278 2.70794 -9.20197 0.116 -0.107 0.226
C -0.98913 1.69486 -7.34527 0.481 0.170 0.446
H -1.82313 0.98078 -7.36771 0.199 0.525 -0.013
H -1.10083 0.11380 -5.07555 0.034 0.112 0.486
C -2.14064 2.05783 -0.90611 -0.051 0.651 0.349
C -1.87233 0.96806 0.04405 0.131 -1.051 0.513
H -3.10388 2.55754 -0.69193 0.164 0.072 -0.206
H -2.13393 1.66937 -1.93483 -0.036 -0.002 0.296
H -1.30844 2.77662 -0.85041 -0.333 0.010 -0.093
C -2.55213 0.39504 1.03506 -0.039 0.505 -0.019
C -3.67101 0.99193 1.85573 -0.474 -0.158 -0.170
H -2.20155 -0.58762 1.37315 0.080 0.246 0.263
H -4.33206 1.62990 1.24617 0.117 -0.148 0.263
H -3.28871 1.59134 2.69540 0.044 -0.007 -0.202
H -4.25995 0.18615 2.31534 -0.164 0.182 -0.133
Pd 0.12529 0.13054 0.09358 -0.497 -0.212 0.062
Cl 1.33294 2.20607 -0.23712 0.364 0.778 -0.253
Cl -0.54444 -0.69263 -2.01837 -0.321 -0.698 -1.643
H 3.66536 0.00997 -3.31365 -0.119 -0.080 0.060
H 5.43684 0.99834 -1.79143 0.113 0.056 0.039
C 2.93287 0.21158 -2.51750 0.002 0.347 0.046
C 4.68941 1.08006 -0.99687 -0.090 -0.347 -0.236
N 3.62618 0.12136 -1.24136 0.199 -0.155 0.043
H 2.09827 -0.49408 -2.55808 0.127 0.179 0.120
C 3.22179 -0.69802 -0.25635 -1.372 -0.507 0.349
O 2.10479 -1.24573 -0.17095 2.363 0.014 -0.395
H 5.15168 0.87194 -0.02984 -0.025 0.055 -0.074
H 3.98636 -0.86874 0.53248 -0.219 0.340 -0.163
H 2.54409 1.22738 -2.66119 -0.122 -0.217 0.109
H 4.28820 2.09972 -0.99288 -0.073 -0.137 0.081
H -1.35291 -5.50457 1.23268 -0.178 0.222 -0.009
H -0.27607 -6.10904 -1.05900 0.038 0.007 -0.040
C -1.88082 -4.70568 0.68444 0.045 -0.150 -0.228
C -0.84193 -5.26265 -1.46400 0.076 0.352 0.070
N -1.07333 -4.26341 -0.44169 -0.364 -0.533 0.450
H -2.10460 -3.87379 1.35751 0.166 -0.110 -0.245
C -0.39805 -3.10050 -0.42101 0.325 1.458 1.191
O -0.40479 -2.30482 0.54367 -0.414 -1.952 -1.476
H -0.27922 -4.80939 -2.28272 -0.081 -0.100 0.052
H 0.13328 -2.90414 -1.36870 0.035 0.111 0.534
H -2.81407 -5.12564 0.28056 0.135 0.102 0.239
H -1.79321 -5.64513 -1.83981 -0.006 0.048 -0.080
C 0.25208 -1.54127 3.20425 0.060 -0.274 0.444
P 0.60076 0.00478 2.33983 0.132 0.459 -0.450
C -0.26608 1.24077 3.36105 0.363 -0.126 0.564
C -0.34363 2.54340 2.86620 -0.257 0.214 0.039
C -1.00180 3.53510 3.59469 0.275 -0.258 0.097
C -1.55956 3.22514 4.83527 -0.076 -0.159 -0.070
C -1.52746 1.91016 5.30778 0.288 0.024 0.027
C -0.84470 0.91939 4.60012 -0.058 0.539 -0.345
C 2.37791 0.24576 2.68312 -0.199 -0.241 0.686
C 3.12701 -0.83433 3.17149 0.242 0.362 0.143
C 4.45608 -0.64863 3.54729 -0.043 0.036 -0.164
C 5.05921 0.60213 3.40054 -0.092 0.008 -0.010
C 4.32716 1.66698 2.86776 -0.114 -0.255 -0.021
C 2.99018 1.48926 2.50532 0.286 0.113 0.017
H -0.83539 -1.67230 3.27245 0.300 -0.055 -0.155
H 0.68513 -1.48684 4.21006 -0.142 -0.220 -0.021
H 0.69631 -2.37055 2.64176 -0.283 0.227 0.131
H 0.11549 2.77940 1.90299 -0.234 -0.121 0.144
H -1.05378 4.54391 3.18532 0.016 -0.190 0.197
H -1.99681 4.00997 5.44954 -0.134 -0.164 -0.182
H -2.00592 1.65135 6.25030 0.130 0.137 -0.072
H -0.73749 -0.07956 5.02185 -0.205 0.260 -0.155
H 2.66635 -1.81340 3.28805 0.203 0.259 -0.010
H 5.00884 -1.48705 3.96994 -0.015 0.185 -0.125
H 6.09491 0.74309 3.70652 -0.185 -0.003 -0.068
H 4.78831 2.64664 2.73922 -0.066 -0.241 0.021
H 2.43702 2.31090 2.04719 0.122 -0.276 0.238
```
Forces are in eV/Å.

=====

Below is a molecular structure, CH5N3PdSSbSe4, with properties calculated with ωB97M-V/def2-TZVPD.

The HOMO energy comes out at -0.428 Eh. Its electronic energy is -10577.25573 Ha. For the strongest force on any atom, the calculation gives 0.0332 Eh/bohr. Its spin multiplicity is 1. The calculation puts the energy above the lowest of the compared OMol25 structures with the same formula, charge and spin at 0.0 kJ/mol. The orbital gap comes out at 7.4 eV. As for the charge: +1.

```
16
Properties=species:S:1:pos:R:3:forces:R:3
Pd 0.07810 -0.73757 -0.28744 0.039 0.021 -0.028
Se -0.73800 -3.95834 -4.53758 0.238 -0.806 -0.300
Sb 0.22753 -3.26640 -2.43798 -0.018 1.235 1.178
Se -1.06256 -2.86813 -0.40995 -0.086 -0.004 0.061
Se 1.63476 -1.30344 -2.12143 0.062 0.010 -0.048
Se 0.85071 -5.45187 -3.20527 -0.236 -0.418 -0.862
N 0.96434 1.19077 -0.04978 0.032 -0.026 -0.019
N 0.37205 1.95647 0.96891 -0.021 -0.001 0.026
C -0.66176 1.47533 1.68544 0.009 0.029 -0.032
N -1.16606 2.27325 2.62358 0.007 -0.020 -0.006
S -1.32016 -0.06133 1.42789 -0.024 -0.031 0.019
H 1.95084 1.05280 0.15875 -0.004 0.012 0.013
H 0.87839 1.67872 -0.93879 -0.010 0.002 0.004
H 0.74120 2.88116 1.13393 0.011 -0.004 -0.011
H -0.80990 3.19526 2.81305 0.000 0.001 0.000
H -1.93949 1.94331 3.17666 0.001 0.000 0.004
```
Forces are in eV/Å.

=====

Below is a single C9H10N2 molecule, with properties calculated with ωB97M-V/def2-TZVPD.

The HOMO energy comes out at -0.296 Eh. Its electronic energy is -458.30639 Ha. For the strongest force on any atom, the calculation gives 0.0980 Eh/bohr. Its spin multiplicity is 1. The calculation puts the energy above the lowest of the compared OMol25 structures with the same formula, charge and spin at 430.6 kJ/mol. The orbital gap comes out at 8.8 eV.

```
21
Properties=species:S:1:pos:R:3:forces:R:3
C -2.36213 1.42797 -2.82896 1.843 -1.107 -1.600
C -1.40855 0.60532 -1.81057 -2.571 3.648 -2.344
C 0.25087 0.16567 -0.57561 -0.969 -3.178 0.164
C 1.48357 -0.17404 0.04169 -0.293 1.702 0.427
C 1.64028 -0.70952 1.31381 -2.641 -0.107 -0.599
C 2.95515 -0.39285 2.00938 3.368 -1.070 -0.257
C 0.45617 -1.41764 1.75208 0.921 0.626 3.177
C -0.86560 -0.96177 1.47604 1.358 -3.007 -2.062
C -0.94190 -0.37406 0.16786 0.492 3.571 -0.831
H -2.72355 2.30943 -2.33804 -1.346 -0.186 0.856
H -1.90150 2.04401 -3.70525 0.459 -1.781 1.476
H -3.02452 0.71128 -3.38618 -0.133 1.040 1.098
H 2.44948 0.21465 -0.14124 0.553 0.920 -1.863
H 3.61354 0.65907 1.55916 -2.421 -3.345 1.208
H 2.94499 -0.28422 3.17552 -0.207 -0.401 -2.365
H 3.63923 -1.38207 1.68460 -1.124 2.740 1.328
H 0.57082 -2.23271 2.56043 -0.218 1.643 -0.969
H -1.60368 -1.64654 2.00513 0.293 1.617 -1.103
H -3.03311 0.59600 -0.36567 3.757 -1.944 -0.797
N -0.13198 0.67133 -1.95234 0.751 -1.650 4.343
N -2.00757 0.17068 -0.64183 -1.871 0.270 0.714
```
Forces are in eV/Å.

=====

Below is a molecular structure, C5H9NO, with properties calculated with ωB97M-V/def2-TZVPD.

The HOMO energy comes out at -0.332 Eh. Its electronic energy is -325.75243 Ha. For the strongest force on any atom, the calculation gives 0.0600 Eh/bohr. Its spin multiplicity is 1. The calculation puts the energy above the lowest of the compared OMol25 structures with the same formula, charge and spin at 486.0 kJ/mol. The orbital gap comes out at 9.4 eV.

```
16
Properties=species:S:1:pos:R:3:forces:R:3
C 1.29116 0.19444 -1.70521 -0.009 0.008 -0.091
N 0.89960 0.21783 -0.29882 -0.111 0.046 0.080
C 1.12912 -0.99957 0.47883 0.246 -0.266 0.135
C -0.22672 -0.60717 0.08250 -0.019 -0.733 -0.136
C -1.34098 -0.15740 0.98993 -0.518 -0.787 -1.339
O -1.97550 -0.93307 1.71184 0.223 0.036 -0.379
C -1.70022 1.21007 0.69934 0.670 -0.168 0.960
H 2.34143 0.49328 -1.79788 -0.196 -0.058 0.091
H 0.68698 0.91970 -2.26185 0.076 -0.121 0.115
H 1.17361 -0.79218 -2.18738 -0.043 0.123 0.206
H 1.54475 -1.87505 -0.01358 0.142 0.166 -0.032
H 1.45850 -0.83689 1.50334 -0.057 -0.081 -0.170
H -0.73650 -1.16843 -0.69848 0.364 -0.240 -0.179
H -2.77613 1.48106 0.68546 0.872 0.109 1.387
H -0.75941 0.82049 1.73985 -1.697 2.520 -0.547
H -1.04676 1.86630 0.13007 0.056 -0.557 -0.101
```
Forces are in eV/Å.

=====

Below is a molecular structure, C27H25N2O3Ru, with properties calculated with ωB97M-V/def2-TZVPD.

The expectation value of S² is 6.102. The HOMO energy (alpha / beta) comes out at -0.618 / -0.618 Eh. Its electronic energy is -1472.90727 Ha. For the strongest force on any atom, the calculation gives 0.0044 Eh/bohr. Its spin multiplicity is 5. The calculation puts the energy above the lowest of the compared OMol25 structures with the same formula, charge and spin at 0.0 kJ/mol. The orbital gap (alpha / beta) comes out at 6.6 / 4.6 eV. As for the charge: +3.

```
58
Properties=species:S:1:pos:R:3:forces:R:3
Ru 0.15107 -0.33409 -0.53363 -0.012 0.206 -0.014
C 0.98013 1.59292 -2.94045 -0.009 -0.042 0.017
O 0.85167 0.23321 -2.38800 0.031 0.022 -0.001
C 1.19826 -0.85009 -3.21378 -0.027 -0.023 -0.008
C 1.65806 -0.69318 -4.49864 0.011 -0.009 0.012
C 1.97602 -1.83793 -5.22708 0.004 0.002 -0.006
C 1.83305 -3.10745 -4.67746 0.006 -0.005 -0.021
C 1.36378 -3.25431 -3.38965 -0.002 0.009 0.022
C 1.03904 -2.11915 -2.64339 -0.009 0.013 -0.048
N 0.53116 -2.16803 -1.32607 0.046 -0.219 -0.033
N 0.38696 -3.31408 -0.81746 0.021 0.050 -0.036
C -0.09897 -3.49823 0.44730 -0.039 -0.061 0.044
C -0.49098 -2.46140 1.34754 0.023 0.069 -0.013
O -0.39440 -1.17368 1.03487 -0.021 -0.048 0.052
C -0.99183 -2.76632 2.60750 -0.007 -0.044 0.017
C -1.11270 -4.08835 3.01119 -0.002 0.036 0.008
C -0.73405 -5.13864 2.16728 -0.001 -0.038 0.000
C -0.86156 -6.48298 2.59619 -0.003 0.047 0.009
C -0.48777 -7.54598 1.76660 0.008 -0.018 -0.024
C 0.01022 -7.27239 0.51298 0.004 -0.004 -0.010
C 0.14534 -5.94333 0.06342 0.009 -0.046 -0.016
C -0.22257 -4.85976 0.87749 -0.007 0.067 0.010
H 0.30249 1.68238 -3.78502 0.005 0.007 -0.010
H 2.01677 1.74700 -3.22598 0.002 0.010 0.004
H 0.69253 2.26132 -2.13875 -0.017 0.009 -0.013
H 1.77717 0.27892 -4.95235 0.003 -0.002 0.002
H 2.33981 -1.72700 -6.23977 0.000 0.001 0.000
H 2.08614 -3.98014 -5.26253 0.000 -0.001 0.003
H 1.24034 -4.23294 -2.95255 0.001 0.001 0.001
H -1.28261 -1.95475 3.26051 0.003 0.007 -0.007
H -1.50545 -4.30725 3.99694 0.000 -0.004 -0.001
H -1.25635 -6.68216 3.58554 0.000 0.000 0.000
H -0.59192 -8.56536 2.11192 0.000 0.000 0.002
H 0.30511 -8.07960 -0.14435 0.000 -0.001 0.002
H 0.54051 -5.76248 -0.92526 -0.002 0.008 0.002
C -1.48636 7.56442 2.11241 0.010 -0.007 0.010
C -1.05639 6.18147 1.78125 -0.011 0.006 -0.004
C 0.11932 5.64370 2.32502 0.003 -0.007 -0.002
C 0.53483 4.37431 2.02412 -0.008 0.008 0.022
C 1.80486 3.86045 2.64174 0.003 0.005 -0.002
C -0.26622 3.58235 1.11221 0.041 0.033 -0.003
C 0.21942 2.33113 0.79724 0.065 -0.003 -0.040
O -0.32552 1.49869 -0.04068 -0.064 -0.045 0.056
C -1.49326 4.12506 0.56722 -0.027 -0.009 -0.012
C -2.39198 3.34621 -0.34427 -0.007 0.028 -0.031
C -1.84315 5.39885 0.91402 -0.008 0.005 0.017
H -0.82510 8.04467 2.82801 -0.002 0.002 0.000
H -2.50346 7.55434 2.51107 -0.003 0.004 -0.003
H -1.51926 8.16617 1.19995 -0.004 0.001 -0.001
H 0.70707 6.25196 2.99991 0.002 0.000 -0.001
H 2.20729 4.60125 3.32725 0.006 -0.001 -0.003
H 2.57065 3.66706 1.88805 0.003 -0.005 0.003
H 1.64062 2.94522 3.21257 -0.002 -0.001 0.001
H 1.14354 1.99847 1.26909 -0.005 0.000 0.036
H -1.90327 3.14332 -1.29947 -0.007 -0.017 0.014
H -3.29736 3.91335 -0.54454 0.001 0.002 -0.005
H -2.67288 2.38818 0.09193 -0.004 0.001 0.006
H -2.75784 5.82466 0.52079 -0.001 -0.001 -0.003
```
Forces are in eV/Å.

=====

Repeat the second record exactly.
Below is a molecular structure, CH5N3PdSSbSe4, with properties calculated with ωB97M-V/def2-TZVPD.

The HOMO energy comes out at -0.428 Eh. Its electronic energy is -10577.25573 Ha. For the strongest force on any atom, the calculation gives 0.0332 Eh/bohr. Its spin multiplicity is 1. The calculation puts the energy above the lowest of the compared OMol25 structures with the same formula, charge and spin at 0.0 kJ/mol. The orbital gap comes out at 7.4 eV. As for the charge: +1.

```
16
Properties=species:S:1:pos:R:3:forces:R:3
Pd 0.07810 -0.73757 -0.28744 0.039 0.021 -0.028
Se -0.73800 -3.95834 -4.53758 0.238 -0.806 -0.300
Sb 0.22753 -3.26640 -2.43798 -0.018 1.235 1.178
Se -1.06256 -2.86813 -0.40995 -0.086 -0.004 0.061
Se 1.63476 -1.30344 -2.12143 0.062 0.010 -0.048
Se 0.85071 -5.45187 -3.20527 -0.236 -0.418 -0.862
N 0.96434 1.19077 -0.04978 0.032 -0.026 -0.019
N 0.37205 1.95647 0.96891 -0.021 -0.001 0.026
C -0.66176 1.47533 1.68544 0.009 0.029 -0.032
N -1.16606 2.27325 2.62358 0.007 -0.020 -0.006
S -1.32016 -0.06133 1.42789 -0.024 -0.031 0.019
H 1.95084 1.05280 0.15875 -0.004 0.012 0.013
H 0.87839 1.67872 -0.93879 -0.010 0.002 0.004
H 0.74120 2.88116 1.13393 0.011 -0.004 -0.011
H -0.80990 3.19526 2.81305 0.000 0.001 0.000
H -1.93949 1.94331 3.17666 0.001 0.000 0.004
```
Forces are in eV/Å.

=====

Which of these has the lowest electronic energy? CH5N3PdSSbSe4